Entry from the Open Molecules 2025 dataset: 11 unconnected molecules or ions with the total composition C38H104N6O13 in a non-equilibrium geometry (ωB97M-V with the def2-TZVPD basis set).

Computed properties:
HOMO-LUMO gap = 8.814 eV
relative energy (zero: lowest compared OMol25 entry of this formula, charge and spin) = 0.0 kcal/mol
HOMO energy = -0.3062 Eh
SMILES string = COC[C@H](C)N.COC[C@H](C)N.COC[C@H](C)N.COC[C@H](C)N.COCCNCCOC.COCCNCCOC.CCO.CCO.CCO.CCO.CCO

Geometry (Å):
H  -16.8114  -13.1414  -4.6174
O  -13.7405  -19.0773  -7.5670
H  -31.6613  -12.2891  -5.0647
H  -23.0245  -10.3074  -7.7365
H  -26.6382  -15.4456  -0.0100
C  -32.0610  -11.9238  -6.0107
H  -14.3770  -9.1794  -9.6366
C  -20.4976  -19.2419  -12.5934
C  -15.1192  -13.3448  -5.3670
H  -18.7264  -18.2646  -13.2825
H  -25.5039  -15.5056  1.4470
O  -24.7759  -14.5701  -0.6574
H  -15.2842  -22.6517  -5.8081
H  -31.3689  -11.0540  -7.8141
N  -21.4299  -13.1830  -6.9794
H  -32.8559  -11.1829  -5.9257
H  -16.6357  -19.1323  3.6835
C  -30.9504  -11.3606  -6.8554
H  -21.9659  -4.2379  -0.4318
H  -19.7740  -21.1131  -13.1395
H  -19.9169  -8.3777  -19.9066
C  -14.0737  -20.4458  -7.1530
H  -21.4745  -10.5172  -6.9778
H  -24.3287  -4.3383  -2.6449
H  -25.3029  -10.7614  -11.8790
H  -21.3903  -14.0787  -7.4444
H  -15.1858  -14.4324  -5.3397
H  -19.7233  -21.7946  -16.0613
C  -13.6845  -12.8689  -5.0025
H  -26.0717  -8.2983  -21.9083
O  -23.1272  -2.5497  -1.0259
C  -18.0790  -18.4136  0.6897
H  -13.8782  -8.1549  -10.8626
H  -22.6386  -4.2640  -3.0036
O  -13.0070  -9.7941  -12.5543
H  -12.3742  -19.8558  -8.8058
H  -21.0978  -18.4046  -12.9496
O  -20.3734  -20.1351  -14.8536
H  -20.4837  -10.4485  -11.6401
H  -23.1332  -22.9993  1.7592
O  -29.6892  -11.9915  -6.9202
H  -13.1117  -20.8525  -6.8413
H  -13.8991  -22.3155  -4.7725
H  -23.6686  -13.3352  0.5036
N  -22.0019  -8.7372  -20.1099
C  -21.0412  -12.1175  -9.1678
H  -22.9901  -12.7139  -8.2920
C  -22.0823  -12.2554  -7.8997
H  -21.9110  -19.9611  -11.2014
O  -26.1733  -10.4132  -11.6725
H  -20.8607  -9.2565  -24.3706
H  -13.2291  -13.8367  -4.7930
C  -21.2930  -20.0009  0.3587
C  -25.0918  -12.4548  2.5404
H  -20.0701  -10.8721  -24.0505
C  -21.5968  -21.5136  0.2497
H  -20.4409  -20.3176  -10.9103
H  -13.8585  -19.4427  -9.7130
C  -22.4158  -11.0255  -7.1869
C  -21.0764  -11.3627  -11.6084
H  -25.3734  -7.7250  -23.5171
O  -21.1648  -10.0826  -22.4364
H  -25.9678  -15.9917  -1.5424
H  -20.1025  -11.6288  -8.9064
H  -14.2878  -11.1574  -11.5974
H  -15.4622  -21.8797  -4.2109
C  -20.9382  -10.2325  -23.8914
H  -26.2014  -11.9602  -13.7440
C  -27.0976  -11.3580  -13.5948
H  -20.2641  -8.2138  -22.2715
C  -13.7046  -10.2552  -11.4132
H  -21.7210  -19.6090  1.2814
H  -21.7894  -19.5712  -0.5113
H  -25.3888  -11.5077  2.0900
H  -24.7511  -7.9617  -20.0106
C  -19.0897  -18.7253  -12.3638
H  -19.2784  -9.5669  -21.7882
H  -21.1438  -22.0879  1.0579
H  -13.5758  -12.2626  -4.1032
C  -14.4172  -9.0918  -10.7223
C  -26.6593  -10.0680  -12.9385
C  -26.1010  -15.1205  -0.9010
H  -20.3209  -10.0460  -19.8158
O  -17.9659  -18.8609  2.0194
C  -22.5483  -7.3575  -20.2295
N  -25.3280  -14.8531  2.1976
H  -25.8932  -9.5453  -13.5111
H  -21.8173  -11.3000  -12.4054
H  -16.4386  -19.4693  -6.4705
H  -25.9761  -6.6387  -22.2295
H  -16.6384  -20.2635  -5.0581
C  -25.4564  -7.5732  -22.4409
C  -22.8956  -3.9052  -0.8934
O  -15.9277  -12.8743  -4.3539
C  -20.6092  -20.5019  -13.4815
H  -20.7824  -13.1056  -9.5482
H  -29.2551  -11.5007  -7.6219
H  -15.3955  -8.8687  -11.1482
H  -14.5166  -21.1749  -7.8315
C  -25.5608  -13.5467  1.5316
H  -17.7699  -17.3684  0.6903
H  -26.1466  -14.9415  2.7826
H  -19.4014  -20.2139  1.1208
H  -19.5997  -17.9808  -0.7675
H  -18.4738  -19.6020  -12.1634
O  -23.0144  -21.6969  0.2224
H  -27.4871  -9.3610  -12.8839
H  -25.5531  -12.6921  3.4990
H  -23.2788  -5.5625  -2.0806
H  -15.9733  -19.6206  2.1662
H  -26.7225  -14.4641  -1.5101
H  -17.3713  -18.9302  0.0413
C  -23.3435  -4.4811  -2.2010
H  -13.0891  -12.4420  -5.8097
C  -13.1641  -19.1165  -8.9387
H  -24.0085  -12.3424  2.5843
C  -24.1223  -7.2543  -20.5513
N  -20.9946  -19.5378  -11.2350
O  -21.6555  -11.3406  -10.3045
H  -26.6087  -13.4689  1.2419
H  -21.5113  -21.5267  -15.7402
H  -12.2300  -9.3002  -12.2827
H  -22.0438  -13.3880  -6.2040
H  -23.5566  -2.1585  -0.2616
H  -20.4253  -12.2113  -11.8185
H  -21.2104  -21.9763  -0.6585
H  -21.5207  -21.0761  -13.3155
H  -32.5233  -12.7728  -6.5144
H  -20.0307  -17.8670  0.9371
H  -12.8351  -18.0965  -9.1372
C  -14.8121  -20.5424  -5.8027
C  -14.8571  -21.9256  -5.1163
N  -16.2382  -20.3309  -5.9830
C  -19.5167  -18.4810  0.1974
H  -23.6095  -4.2600  -0.1499
C  -20.5306  -21.0795  -15.9025
C  -24.7223  -13.4937  0.2737
N  -19.8707  -19.8788  0.2916
H  -24.9747  -12.5534  -0.2164
H  -23.0230  -11.2546  -6.3112
H  -21.8010  -10.6846  -24.3805
H  -18.8552  -17.9691  -11.6146
H  -27.6186  -11.2271  -14.5432
O  -24.1213  -7.5650  -21.8876
H  -22.4932  -6.8150  -19.2857
C  -23.3842  -22.9466  0.6998
H  -15.4341  -12.9604  -6.3371
H  -16.3166  -17.8926  2.5276
C  -16.6753  -18.9182  2.6155
C  -20.6079  -9.1179  -20.3100
H  -14.3980  -19.7670  -5.1581
H  -22.0053  -6.7742  -20.9732
H  -24.4950  -6.2575  -20.3158
H  -30.8282  -10.4129  -6.3309
H  -24.4602  -23.1070  0.6317
H  -22.4681  -9.2162  -20.8671
H  -23.1114  -23.8057  0.0869
H  -12.9105  -10.3768  -10.6766
C  -20.3042  -9.1989  -21.8065
H  -20.4778  -20.4721  -16.8060
H  -27.8464  -11.9203  -13.0368